Entry 1:
The following is a quantum chemistry calculation of the molecule C5H8O, from the OMol25 dataset.

Computed properties:
**Total charge**: 0
**Multiplicity**: 1
**Relative energy (zero: lowest compared OMol25 entry of this formula, charge and spin)**: 48.95 kcal per mole
**SMILES**: C#C[C@H](O)CC

Last column: Löwdin charge in e.
Atoms and positions in Å:
C 2.0901 0.2027 -1.4427  0.13
C 1.3763 -0.0371 -0.5015  -0.09
C 0.4568 -0.4231 0.5872  -0.42
O 0.7273 -1.7440 1.0295  -0.03
C -0.9865 -0.3544 0.0872  -0.21
C -1.3967 1.0780 -0.2337  -0.10
H 2.7109 0.4240 -2.2842  0.03
H 0.5710 0.2748 1.4336  0.15
H 1.6144 -1.9742 0.7327  0.09
H -1.0578 -0.9957 -0.7985  0.12
H -1.6344 -0.7899 0.8566  0.12
H -1.4051 1.6957 0.6722  0.08
H -2.3942 1.1185 -0.6800  0.07
H -0.6905 1.5282 -0.9403  0.07

Entry 2:
The following is a quantum chemistry calculation of a structure of composition C12H15B2F17O6Sn2, from the OMol25 dataset.

Computed properties:
**Total charge**: +2
**Multiplicity**: 1

Last column: Löwdin charge in e.
Atoms and positions in Å:
Sn -1.1494 -4.7374 -1.2202  1.92
Sn -5.8257 0.7803 1.8279  1.94
B -5.0795 -4.1971 2.0756  -1.38
F -4.2826 -3.2538 2.7368  0.07
F -6.1988 -4.3453 2.7922  0.18
F -5.3759 -3.6410 0.8018  0.04
F -4.3842 -5.3597 1.8521  0.13
B -1.2140 0.4317 -0.7315  -1.38
F -0.0115 -0.2261 -0.6413  0.13
F -1.2017 1.3915 -1.7375  0.12
F -2.2529 -0.4194 -0.9932  0.09
F -1.5231 0.9857 0.5081  0.10
C -4.4068 7.9255 4.8977  -0.04
C -4.5627 7.9244 3.3716  -0.28
O -3.4015 7.7500 2.7536  0.07
C -2.9981 6.5542 2.4071  -0.34
O -3.7134 5.5522 2.3935  0.10
C -1.4730 6.4526 2.0105  -0.45
F -0.6514 6.1924 3.0663  0.15
F -1.2649 5.4218 1.1347  0.13
F -1.1384 7.6099 1.3844  0.16
H -5.3480 7.9065 5.4471  0.08
H -3.8760 8.8297 5.1958  0.08
H -3.8511 7.0742 5.2908  0.08
H -4.9219 8.9111 3.0792  0.14
H -5.4309 7.3438 3.0599  0.12
C 2.8500 0.4474 -5.9444  -0.05
C 1.3639 0.3416 -5.5512  -0.22
O 0.5039 -0.2788 -6.4916  0.00
C 0.4806 -1.6372 -6.8214  -0.26
O 0.7726 -2.4179 -5.9171  0.10
C -0.1951 -1.9476 -8.2090  -0.50
F -0.1890 -0.8641 -9.0229  0.15
F 0.3911 -2.9805 -8.8615  0.17
F -1.5016 -2.0952 -7.9917  0.17
H 3.5386 0.8577 -5.2058  0.09
H 2.8499 0.9656 -6.9034  0.08
H 3.1700 -0.5893 -6.0486  0.07
H 0.9826 1.3137 -5.2388  0.13
H 1.4834 -0.2741 -4.6597  0.11
C 6.5822 -6.4511 2.5199  -0.07
C 5.2699 -5.9338 1.8871  -0.15
O 4.6242 -5.1400 2.9741  0.01
C 3.7806 -4.0959 2.7988  -0.35
O 3.0887 -3.8203 1.8385  0.12
C 3.7304 -3.2384 4.0679  -0.67
F 4.3340 -2.1473 3.8954  0.26
F 2.4710 -2.9834 4.2872  0.19
F 4.2177 -3.8011 5.1857  0.17
H 7.3896 -5.7855 2.8252  0.08
H 6.9842 -7.1560 1.7922  0.08
H 6.3676 -6.9928 3.4412  0.08
H 4.6621 -6.7899 1.5942  0.12
H 5.5343 -5.3632 0.9969  0.12

Entry 3:
The following is a quantum chemistry calculation of the ion CH8N6O2 with charge +2, from the OMol25 dataset.

Computed properties:
**Total charge**: +2
**Multiplicity**: 1
**Relative energy (zero: lowest compared OMol25 entry of this formula, charge and spin)**: 0.00 kcal per mole
**SMILES**: NN/C(N)=[N+](\[NH3+])ON=O

Last column: Löwdin charge in e.
Atoms and positions in Å:
N -0.2385 -0.4849 2.8190  0.11
N 0.2754 0.0798 1.6174  0.07
C -0.2582 -0.2098 0.4439  -0.20
N -1.1996 -1.0539 0.1128  0.30
N 0.3829 0.4475 -0.8037  -0.19
N 1.3489 -0.4224 -1.4495  0.23
O -0.5623 0.8644 -1.5967  -0.14
N -0.5152 2.5005 -1.9622  0.17
O -1.4610 2.8884 -2.3733  0.29
H 0.4866 -1.1825 3.2358  0.18
H -0.5414 0.0745 3.5384  0.08
H 0.7195 0.9349 1.5708  0.14
H -1.6390 -1.1371 -0.7604  0.13
H -1.6265 -1.5952 0.8251  0.14
H 1.6293 0.0494 -2.4055  0.24
H 2.3310 -0.5120 -0.9246  0.26
H 0.8678 -1.2416 -1.8872  0.19

no.,maximum force (eV/Å),HOMO level (eV),energy (a.u.)
1,0.506,-10.13,-270.479884
2,5.535,-14.25,-3093.071816
3,5.618,-18.10,-521.032471